Formula: C29H24CoF6N5O8PS2Se3
Source: the Open Molecules 2025 dataset
Level of theory: ωB97M-V/def2-TZVPD

Geometry (Å):
Co: 0.333 1.182 -0.390
F: 0.343 3.554 -2.092
C: 0.054 4.702 -1.338
F: 1.174 5.322 -1.093
F: -0.767 5.442 -2.105
S: -0.792 4.144 0.197
O: 0.057 3.015 0.695
O: -0.752 5.408 0.909
N: -2.280 3.789 -0.179
S: -2.866 2.537 -0.955
O: -1.805 1.491 -1.191
O: -3.645 2.835 -2.139
C: -4.257 1.857 0.228
F: -5.468 2.381 0.131
F: -4.392 0.549 -0.166
F: -3.807 1.859 1.548
Se: 2.980 1.812 0.201
P: 2.846 -0.280 0.911
Se: -1.112 -4.538 -1.735
C: 3.395 -1.298 -0.416
C: 2.415 -2.048 -1.107
C: 2.648 -2.689 -2.307
C: 3.927 -2.697 -2.847
C: 4.948 -2.117 -2.117
C: 4.689 -1.374 -0.970
C: 4.110 -0.562 2.174
C: 3.817 -1.485 3.198
C: 4.689 -1.524 4.278
C: 5.836 -0.789 4.275
C: 6.208 0.042 3.248
C: 5.343 0.106 2.160
H: 1.310 -2.103 -0.773
H: 1.742 -3.065 -2.812
H: 4.186 -3.200 -3.755
H: 5.969 -2.244 -2.398
H: 5.515 -0.833 -0.565
H: 2.857 -2.060 3.231
H: 4.411 -2.119 5.193
H: 6.564 -0.909 5.069
H: 7.163 0.614 3.223
H: 5.641 0.732 1.334
Se: -2.635 -4.044 -0.068
C: -3.637 -2.853 -1.308
C: -3.332 -1.486 -1.286
C: -4.024 -0.674 -2.265
N: -4.923 -1.182 -3.112
C: -5.092 -2.480 -3.211
C: -4.580 -3.306 -2.234
H: -2.546 -1.012 -0.699
H: -3.955 0.401 -2.230
H: -5.755 -2.801 -4.002
H: -4.809 -4.346 -2.252
O: 1.505 -0.925 1.743
C: 0.220 -0.446 1.705
O: -0.436 -0.275 0.650
C: -0.431 -0.137 2.981
C: -0.174 -0.840 4.171
C: -0.760 -0.439 5.374
C: -1.618 0.670 5.496
C: -1.812 1.379 4.335
C: -1.389 0.923 3.093
N: -2.297 2.809 4.488
O: -2.433 3.226 5.624
O: -2.518 3.431 3.432
H: 0.458 -1.701 4.172
H: -0.484 -1.021 6.256
H: -2.062 0.915 6.459
H: -1.773 1.407 2.218
C: -1.080 -1.408 -4.426
N: -0.908 0.040 -4.160
C: -1.621 1.064 -4.972
C: -0.117 0.469 -3.219
N: 0.532 0.775 -2.285
H: -0.930 -2.048 -3.541
H: -0.398 -1.705 -5.232
H: -2.136 -1.677 -4.792
H: -2.098 0.529 -5.784
H: -0.850 1.709 -5.481
H: -2.328 1.619 -4.388

HOMO energy (alpha / beta) in eV: -0.3 / -1.3
Energy in eV: -335218.7780
Gap between HOMO and LUMO (alpha / beta) in eV: 4.09 / 5.12
Expectation value of S²: 3.80
Total charge: -2
Multiplicity: 4
E_LUMO (alpha / beta) in Eh: 0.1404 / 0.1402